No. 1
The following is a quantum chemistry calculation of 2 unconnected molecules or ions with the total composition C5H8N in a non-equilibrium geometry, from the OMol25 dataset.

Each line ends with the natural charge from an NBO analysis.
Cartesian coordinates (Å):
C  -1.759  0.373  0.219  -0.38
C  -2.725  1.023  0.663  0.41
C  -1.328  -0.840  -0.439  -0.11
C  0.388  1.065  -0.704  -0.39
C  0.275  -0.361  1.330  -0.43
N  -0.310  -0.015  0.116  -0.17
H  -1.539  -1.945  -0.239  0.31
H  -1.194  -0.578  -2.027  0.25
H  0.996  0.361  -1.280  0.25
H  -0.357  1.765  -1.322  0.28
H  0.771  1.676  0.094  0.24
H  0.264  0.363  2.054  0.25
H  -0.321  -1.233  1.765  0.24
H  1.269  -0.626  1.278  0.25

Results
- E_HOMO (Eh) = -0.5733
- total energy (eV) = -6788.3223
- frontier orbital gap (eV) = 9.3
- charge = +1
- E_LUMO (eV) = -6.29
- spin multiplicity = 1
- energy above the lowest of the compared OMol25 structures with the same formula, charge and spin (eV) = 9.766



No. 2
The following is a quantum chemistry calculation of a molecular structure, C45H38MoNO6P2S2Si in a non-equilibrium geometry, from the OMol25 dataset.

Each line ends with the Löwdin spin population.
Cartesian coordinates (Å):
Mo  -0.657  -1.693  0.184  1.60
C  -0.954  -1.895  3.864  0.00
Si  -0.449  -0.694  2.486  0.01
C  1.380  -0.269  2.836  0.00
C  1.828  0.220  4.061  0.00
C  3.179  0.413  4.306  0.00
C  4.117  0.083  3.334  0.00
C  3.697  -0.407  2.109  0.00
C  2.333  -0.552  1.853  0.00
P  1.746  -1.136  0.236  0.01
C  2.338  0.017  -1.046  0.01
C  1.871  -0.182  -2.348  0.00
C  2.300  0.644  -3.375  0.00
C  3.177  1.686  -3.111  0.00
C  3.636  1.890  -1.819  0.00
C  3.226  1.056  -0.791  0.00
C  2.787  -2.616  -0.035  0.00
C  3.387  -2.905  -1.256  0.00
C  4.167  -4.045  -1.397  0.00
C  4.353  -4.903  -0.326  0.00
C  3.761  -4.617  0.898  0.00
C  2.982  -3.482  1.045  0.00
C  -1.411  0.917  2.811  0.00
C  -2.299  1.031  3.880  0.00
C  -2.963  2.219  4.144  0.00
C  -2.752  3.323  3.332  0.00
C  -1.894  3.229  2.248  0.00
C  -1.234  2.031  1.972  0.00
P  -0.166  1.806  0.504  0.02
C  -1.421  1.186  -0.859  0.02
C  -1.128  1.848  -2.171  0.00
C  -2.057  2.461  -2.903  0.00
C  -3.424  2.614  -2.425  0.00
C  -3.816  2.088  -1.264  0.00
C  -2.897  1.297  -0.413  0.01
C  0.284  3.547  0.147  0.00
C  1.474  3.947  0.760  0.00
C  1.948  5.241  0.620  0.00
C  1.235  6.156  -0.140  0.00
C  0.039  5.776  -0.731  0.00
C  -0.441  4.482  -0.588  0.00
H  -0.839  -1.442  4.850  0.00
H  -1.996  -2.202  3.744  0.00
H  -0.331  -2.791  3.836  0.00
H  1.105  0.451  4.836  0.00
H  3.507  0.803  5.260  0.00
H  5.173  0.205  3.534  0.00
H  4.428  -0.685  1.359  0.00
H  1.166  -0.979  -2.548  0.00
H  1.947  0.478  -4.386  0.00
H  3.500  2.340  -3.910  0.00
H  4.313  2.707  -1.605  0.00
H  3.597  1.221  0.210  0.00
H  3.255  -2.241  -2.098  0.00
H  4.638  -4.256  -2.348  0.00
H  4.972  -5.783  -0.437  0.00
H  3.923  -5.276  1.743  0.00
H  2.548  -3.240  2.008  0.00
H  -2.468  0.176  4.525  0.00
H  -3.635  2.286  4.989  0.00
H  -3.259  4.257  3.539  0.00
H  -1.740  4.093  1.616  0.00
H  -0.105  1.756  -2.512  0.00
H  -1.793  2.901  -3.857  0.00
H  -4.118  3.187  -3.028  0.00
H  -4.826  2.203  -0.890  0.00
H  -3.018  1.583  0.633  0.00
H  2.012  3.230  1.371  0.00
H  2.874  5.534  1.099  0.00
H  1.602  7.167  -0.258  0.00
H  -0.529  6.501  -1.301  0.00
H  -1.386  4.217  -1.039  0.00
O  -2.123  -3.138  -0.637  0.01
S  -1.542  -3.083  -1.998  0.00
O  -1.623  -4.285  -2.758  0.00
O  -0.146  -2.584  -1.829  0.01
C  -2.625  -1.892  -2.771  0.00
C  -2.790  -2.038  -4.137  0.00
C  -3.816  -1.382  -4.800  0.00
C  -4.720  -0.627  -4.077  0.00
C  -4.571  -0.485  -2.703  0.00
C  -3.510  -1.091  -2.040  0.00
S  -3.468  -0.476  -0.295  0.01
O  -4.854  -0.431  0.087  0.00
O  -1.178  -0.201  -1.007  0.12
O  -2.659  -1.136  0.782  0.01
H  -2.127  -2.713  -4.662  0.00
H  -3.943  -1.511  -5.866  0.00
H  -5.558  -0.151  -4.569  0.00
H  -5.300  0.067  -2.135  0.00
C  0.184  -5.994  0.981  0.02
C  0.007  -4.566  0.985  0.11
N  -0.123  -3.425  0.971  0.02
H  -0.334  -6.444  1.827  0.00
H  1.247  -6.230  1.031  0.00
H  -0.227  -6.396  0.053  0.00

Results
- E_HOMO (spin up / spin down) (Eh) = -0.3769 / -0.3804
- total energy (eV) = -111032.5458
- frontier orbital gap (spin up / spin down) (eV) = 6.8 / 6.9
- charge = +1
- E_LUMO (spin up / spin down) (eV) = -3.45 / -3.49
- spin multiplicity = 3
- energy above the lowest of the compared OMol25 structures with the same formula, charge and spin (eV) = 4.340



No. 3
The following is a quantum chemistry calculation of 5 unconnected molecules or ions with the total composition C4H16IO4 in a non-equilibrium geometry, from the OMol25 dataset.

Each line ends with the natural charge from an NBO analysis.
Cartesian coordinates (Å):
I  0.211  -0.134  0.206  -0.93
C  -2.619  0.663  -3.206  -0.25
O  -2.476  -0.448  -2.300  -0.76
H  -3.669  0.679  -3.498  0.15
H  -2.455  1.581  -2.642  0.17
H  -1.969  0.545  -4.072  0.17
H  -1.868  -0.224  -1.591  0.50
C  0.244  -3.426  3.021  -0.25
O  0.359  -2.034  3.232  -0.76
H  0.889  -3.812  2.232  0.16
H  0.409  -4.085  3.874  0.16
H  -0.794  -3.561  2.719  0.16
H  0.246  -1.588  2.389  0.50
C  0.858  2.027  3.747  -0.25
O  0.209  2.794  2.726  -0.75
H  1.926  2.099  3.543  0.15
H  0.664  2.376  4.762  0.16
H  0.646  0.964  3.634  0.19
H  0.225  2.237  1.945  0.49
C  1.717  0.418  -3.700  -0.24
O  0.806  1.320  -3.150  -0.76
H  2.372  0.942  -4.396  0.15
H  2.370  -0.097  -2.995  0.17
H  1.065  -0.274  -4.233  0.16
H  0.633  1.041  -2.248  0.50

Results
- E_HOMO (Eh) = -0.1794
- total energy (eV) = -20699.5722
- frontier orbital gap (eV) = 8.4
- charge = -1
- E_LUMO (eV) = 3.49
- spin multiplicity = 1
- energy above the lowest of the compared OMol25 structures with the same formula, charge and spin (eV) = 0.472